# 1
50
Properties=species:S:1:pos:R:3 method="wB97M-V/def2-TZVPD" relative_energy_kj_mol=395.0 e_lumo_ev=-2.6 orbital_gap_ev=3.8 homo_energy_ha=-0.234
C 0.903 -1.196 -3.472
O 1.918 -1.694 -2.625
C 2.704 -0.719 -2.108
C 3.606 -0.957 -1.064
C 4.387 0.076 -0.499
C 5.235 -0.189 0.548
C 5.340 -1.476 1.083
C 6.266 -1.755 2.217
C 4.576 -2.501 0.522
C 3.724 -2.253 -0.524
H 0.062 -1.892 -3.453
H 0.559 -0.223 -3.117
H 1.288 -1.116 -4.490
H 2.624 0.276 -2.514
H 4.286 1.075 -0.886
H 5.836 0.601 0.967
H 6.140 -2.772 2.591
H 7.307 -1.641 1.912
H 6.086 -1.076 3.051
H 4.662 -3.498 0.922
H 3.120 -3.038 -0.944
C -3.484 3.450 4.515
C -3.953 2.180 4.261
C -3.831 1.641 2.997
C -3.238 2.369 1.994
S -3.090 1.645 0.360
C -1.384 1.124 0.408
C -0.902 0.120 -0.408
O 0.276 -0.253 -0.310
C -1.795 -0.552 -1.400
C -2.358 0.142 -2.466
C -3.190 -0.502 -3.356
C -3.472 -1.844 -3.190
C -2.913 -2.545 -2.141
C -2.070 -1.905 -1.260
O -3.956 0.406 0.357
O -3.164 2.716 -0.699
C -2.774 3.638 2.241
C -2.894 4.179 3.505
H -3.584 3.875 5.500
H -4.414 1.607 5.047
H -4.199 0.653 2.774
H -0.710 1.591 1.092
H -2.160 1.195 -2.569
H -3.622 0.041 -4.182
H -4.138 -2.343 -3.876
H -3.140 -3.592 -2.009
H -1.621 -2.440 -0.441
H -2.324 4.198 1.438
H -2.527 5.171 3.700

---

# 2
63
Properties=species:S:1:pos:R:3 method="wB97M-V/def2-TZVPD" relative_energy_kj_mol=158.2 e_lumo_ev="-2.1 / -4.5" orbital_gap_ev="9.5 / 7.1" s2=0.758 homo_energy_ha="-0.427 / -0.427" total_charge=+1 multiplicity=2
Cd -0.633 -0.199 -0.804
C -2.871 0.257 1.732
N -2.606 -0.792 0.764
C -2.467 -2.155 1.263
C -1.087 -2.671 0.968
N -0.282 -2.139 0.080
C 0.896 -2.846 0.128
C 2.092 -2.659 -0.554
C 3.127 -3.520 -0.254
C 2.982 -4.542 0.688
C 1.808 -4.725 1.390
C 0.765 -3.862 1.095
N -0.506 -3.713 1.608
C -2.087 1.486 1.384
N -1.325 1.615 0.326
C -0.771 2.874 0.392
C 0.108 3.524 -0.467
C 0.491 4.804 -0.122
C 0.027 5.427 1.040
C -0.848 4.797 1.903
C -1.242 3.513 1.557
N -2.074 2.595 2.160
H -3.938 0.525 1.775
H -2.582 -0.079 2.736
H -3.289 -0.752 0.012
H -2.649 -2.203 2.345
H -3.189 -2.824 0.778
H 2.178 -1.867 -1.284
H 4.076 -3.410 -0.755
H 3.815 -5.199 0.882
H 1.704 -5.508 2.124
H -0.926 -4.305 2.307
H 0.453 3.036 -1.366
H 1.175 5.343 -0.758
H 0.351 6.431 1.266
H -1.210 5.281 2.798
H -2.602 2.743 3.005
F -1.006 -1.308 -3.206
As -2.799 -1.133 -3.100
F -3.060 -2.577 -3.973
F -2.633 -2.062 -1.585
F -4.473 -0.875 -2.749
F -2.479 0.417 -2.148
F -2.823 -0.164 -4.541
F 3.759 1.242 3.673
C 2.849 0.925 2.743
C 1.689 0.283 3.137
C 0.743 -0.045 2.174
C 1.004 0.290 0.869
C 2.144 0.930 0.463
C 3.096 1.255 1.422
H 1.533 0.045 4.177
H -0.160 -0.554 2.474
H 2.304 1.188 -0.572
H 4.008 1.764 1.154
N 2.335 0.621 -4.056
C 1.075 0.742 -3.580
N 0.116 1.031 -4.473
O 0.869 0.662 -2.358
H 2.536 0.596 -5.039
H 3.074 0.401 -3.411
H 0.284 1.005 -5.465
H -0.848 1.039 -4.171

---

# 3
53
Properties=species:S:1:pos:R:3 method="wB97M-V/def2-TZVPD" e_lumo_ev="-3.9 / -3.7" orbital_gap_ev="6.8 / 7.0" homo_energy_ha="-0.394 / -0.394" total_charge=+1
Co -1.216 0.627 1.362
C -0.778 4.191 -1.399
C -1.230 2.925 -0.730
S -0.613 2.580 0.849
C -2.052 2.010 -1.291
C -2.629 2.110 -2.668
S -2.414 0.580 -0.385
H -0.114 4.756 -0.747
H -1.628 4.828 -1.648
H -0.241 3.971 -2.324
H -2.454 3.094 -3.098
H -3.704 1.927 -2.652
H -2.176 1.363 -3.324
C 4.422 -0.484 2.939
C 3.638 0.655 2.827
C 2.461 0.615 2.096
C 2.082 -0.566 1.465
C 2.866 -1.709 1.575
C 4.037 -1.663 2.318
As 0.462 -0.568 0.429
C 0.136 -2.331 -0.232
C -0.245 -3.457 0.480
C -0.509 -4.631 -0.211
C -0.409 -4.658 -1.596
C -0.041 -3.525 -2.306
C 0.240 -2.345 -1.627
C 0.651 -1.068 -2.249
C 0.844 -0.850 -3.606
C 1.264 0.397 -4.050
C 1.499 1.430 -3.153
C 1.301 1.229 -1.793
C 0.878 -0.014 -1.357
H 5.338 -0.453 3.515
H 3.941 1.574 3.312
H 1.842 1.503 2.015
H 2.571 -2.627 1.081
H 4.651 -2.549 2.408
H -0.333 -3.428 1.560
H -0.798 -5.523 0.329
H -0.623 -5.574 -2.129
H 0.029 -3.568 -3.384
H 0.679 -1.644 -4.322
H 1.419 0.561 -5.108
H 1.840 2.391 -3.514
H 1.475 2.032 -1.087
N -3.032 0.808 5.068
C -3.002 0.504 3.777
N -3.950 0.952 2.969
S -1.734 -0.518 3.204
H -3.776 1.346 5.481
H -2.306 0.455 5.668
H -4.677 1.574 3.287
H -3.880 0.763 1.978

---

# 4
49
Properties=species:S:1:pos:R:3 method="wB97M-V/def2-TZVPD" relative_energy_kj_mol=314.2 e_lumo_ev="2.9 / 2.8" orbital_gap_ev="4.8 / 4.6" s2=0.766 homo_energy_ha="-0.070 / -0.063" total_charge=-1 multiplicity=2
C 0.890 1.104 -3.737
C 0.367 0.560 -4.892
C -0.189 -0.727 -4.735
C -0.133 -1.517 -3.566
C 0.379 -0.938 -2.424
Cu -0.757 0.286 -3.308
P 0.078 2.649 -1.835
H 1.352 2.109 -3.989
H 0.219 1.037 -5.900
H -0.681 -1.149 -5.572
H 0.398 -1.749 -1.621
H -0.562 -2.535 -3.644
H -1.026 3.136 -1.051
H 0.292 3.806 -2.606
H 1.177 2.797 -0.932
C -1.020 3.158 3.552
C 0.298 2.724 3.364
C 0.599 1.834 2.322
C -0.426 1.335 1.509
C -1.737 1.806 1.672
C -2.036 2.716 2.694
As -0.069 0.143 -0.045
C 1.684 -0.535 0.565
C 2.744 -0.392 -0.344
C 4.044 -0.709 0.060
C 4.274 -1.201 1.349
C 3.208 -1.391 2.240
C 1.908 -1.039 1.848
C -1.417 -1.222 0.492
C -1.087 -2.383 1.191
C -2.096 -3.302 1.522
C -3.417 -3.066 1.119
C -3.735 -1.925 0.376
C -2.734 -1.001 0.054
H -1.258 3.842 4.369
H 1.092 3.073 4.030
H 1.632 1.530 2.155
H -2.523 1.478 0.992
H -3.063 3.071 2.825
H 2.526 -0.036 -1.353
H 4.875 -0.571 -0.637
H 5.291 -1.441 1.663
H 3.382 -1.802 3.237
H 1.080 -1.151 2.553
H -0.051 -2.579 1.469
H -1.844 -4.200 2.089
H -4.201 -3.778 1.379
H -4.760 -1.741 0.042
H -2.966 -0.115 -0.542

---

# 5
50
Properties=species:S:1:pos:R:3 method="wB97M-V/def2-TZVPD" relative_energy_kj_mol=0.0 e_lumo_ev="-0.4 / -0.4" orbital_gap_ev="4.2 / 4.3" homo_energy_ha="-0.169 / -0.171"
C -0.347 0.140 -5.025
C -1.100 1.345 -4.831
C -0.231 2.395 -4.469
C 1.082 1.902 -4.512
C 1.065 0.509 -4.838
La 0.535 -0.744 -1.880
P -0.031 -3.440 -2.396
H -0.685 -0.701 -5.644
H -2.159 1.465 -5.049
H -0.527 3.354 -4.151
H 1.911 -0.082 -5.229
H 1.989 2.493 -4.373
H 1.232 -4.003 -2.943
H -1.186 -4.008 -3.088
H -0.079 -3.865 -0.995
O -0.596 0.539 -0.644
As -0.236 0.254 1.066
C -0.804 1.850 1.914
C -2.142 2.242 1.784
C -2.574 3.391 2.460
C -1.669 4.150 3.212
C -0.336 3.738 3.342
C 0.108 2.585 2.685
C -1.188 -1.389 1.333
C -2.563 -1.393 1.077
C -3.298 -2.552 1.344
C -2.653 -3.706 1.806
C -1.268 -3.700 2.005
C -0.522 -2.543 1.752
C 1.677 0.019 1.075
C 2.292 -0.394 2.262
C 3.674 -0.614 2.289
C 4.422 -0.471 1.107
C 3.809 -0.067 -0.072
C 2.428 0.247 -0.111
H -2.831 1.664 1.165
H -3.617 3.693 2.389
H -2.010 5.032 3.749
H 0.371 4.299 3.949
H 1.142 2.243 2.753
H -3.043 -0.499 0.673
H -4.377 -2.552 1.196
H -3.232 -4.596 2.044
H -0.758 -4.593 2.362
H 0.563 -2.515 1.865
H 1.681 -0.536 3.156
H 4.151 -0.902 3.238
H 5.494 -0.662 1.144
H 4.377 0.067 -0.989
H 2.057 0.911 -0.960

---

# 6
61
Properties=species:S:1:pos:R:3 method="wB97M-V/def2-TZVPD" relative_energy_kj_mol=202.4 e_lumo_ev="4.0 / 4.0" orbital_gap_ev="5.1 / 5.1" homo_energy_ha="-0.043 / -0.044" total_charge=-2
W 0.407 0.000 -0.732
S 0.444 2.632 -0.802
C -1.142 3.209 -0.457
C -1.374 4.527 -0.053
C -2.661 5.008 0.161
C -2.847 6.373 0.571
N -2.979 7.468 0.905
C -3.760 4.153 -0.020
C -3.538 2.832 -0.405
C -2.253 2.347 -0.621
S -1.990 0.724 -1.160
C -5.104 4.614 0.188
N -6.189 4.963 0.354
H -0.531 5.190 0.094
H -4.385 2.173 -0.544
O 0.599 0.726 1.183
C 1.047 0.163 2.279
C 2.255 0.592 2.850
C 2.710 0.070 4.045
C 1.970 -0.897 4.723
C 0.768 -1.317 4.178
C 0.292 -0.803 2.977
C -0.999 -1.223 2.435
N -1.408 -1.098 1.194
C -2.702 -1.549 1.164
C -3.079 -1.984 2.400
N -1.980 -1.775 3.205
H 2.830 1.326 2.301
H 3.656 0.411 4.450
H 2.332 -1.324 5.650
H 0.204 -2.098 4.680
H -3.288 -1.491 0.264
H -4.002 -2.391 2.776
H -1.939 -1.876 4.202
S 2.842 0.892 -0.940
As 2.207 -0.537 -2.383
S 1.442 -1.919 0.163
S 0.567 0.465 -3.326
S 3.429 -2.002 -3.267
C 0.152 -3.024 -4.634
C -0.012 -4.238 -3.721
C 0.391 -3.966 -2.276
S -0.699 -3.052 -1.168
O -0.786 -1.592 -1.662
C -2.318 -3.672 -1.758
C -2.969 -3.036 -2.994
C -4.132 -2.119 -2.634
H -0.277 -3.219 -5.620
H 1.211 -2.790 -4.748
H -0.310 -2.132 -4.219
H 0.643 -5.038 -4.082
H -1.026 -4.642 -3.778
H 1.329 -3.408 -2.234
H 0.565 -4.888 -1.712
H -2.955 -3.543 -0.882
H -2.160 -4.748 -1.871
H -3.317 -3.829 -3.663
H -2.231 -2.457 -3.544
H -4.894 -2.653 -2.059
H -4.603 -1.718 -3.533
H -3.779 -1.268 -2.049

---

# 7
61
Properties=species:S:1:pos:R:3 method="wB97M-V/def2-TZVPD" relative_energy_kj_mol=0.0 e_lumo_ev="4.3 / 4.3" orbital_gap_ev="4.3 / 5.5" s2=2.029 homo_energy_ha="0.001 / -0.045" total_charge=-2 multiplicity=3
Ti 1.126 -1.522 1.642
O -2.475 -1.552 -0.331
C -1.307 -1.693 0.039
O -0.778 -1.205 1.108
C -0.302 -2.478 -0.730
C -0.463 -3.098 -1.939
C 0.600 -3.826 -2.507
C 1.801 -3.942 -1.762
C 1.920 -3.313 -0.558
N 0.894 -2.541 -0.047
C 3.059 -3.441 0.415
O 4.115 -3.992 0.108
O 2.766 -2.928 1.561
H -1.425 -3.015 -2.429
H 0.488 -4.325 -3.460
H 2.634 -4.541 -2.108
C 4.783 -0.483 -2.264
C 4.479 -0.374 -0.798
C 5.456 -0.368 0.189
C 5.105 -0.375 1.526
C 3.753 -0.394 1.830
Br 3.205 -0.608 3.633
N 2.793 -0.363 0.917
C 3.160 -0.358 -0.373
H 5.850 -0.356 -2.454
H 4.237 0.261 -2.846
H 4.487 -1.469 -2.629
H 6.504 -0.388 -0.094
H 5.833 -0.411 2.322
H 2.335 -0.354 -1.081
Se 0.440 1.231 2.534
Se -0.347 0.526 4.655
Te -1.592 -1.650 4.299
Se 0.283 -3.121 3.478
C -3.758 0.918 1.986
C -3.216 2.172 1.334
N -3.724 2.389 -0.030
C -5.168 2.423 -0.208
C -5.697 1.143 -0.839
C -2.963 2.659 -1.106
O -3.445 2.997 -2.184
C -1.470 2.566 -0.940
C -0.734 3.686 -0.603
C 0.635 3.565 -0.462
C 1.209 2.326 -0.691
N 0.522 1.248 -1.058
C -0.801 1.365 -1.164
H -3.316 0.837 2.977
H -3.472 0.028 1.427
H -4.846 0.948 2.097
H -2.129 2.109 1.309
H -3.477 3.059 1.925
H -5.421 3.284 -0.832
H -5.605 2.576 0.780
H -5.327 1.052 -1.860
H -6.789 1.149 -0.864
H -5.359 0.270 -0.281
H -1.233 4.630 -0.420
H 1.248 4.401 -0.153
H 2.279 2.194 -0.569
H -1.359 0.471 -1.417

---

# 8
61
Properties=species:S:1:pos:R:3 method="wB97M-V/def2-TZVPD" relative_energy_kj_mol=96.5 e_lumo_ev="4.4 / 4.4" orbital_gap_ev="4.3 / 5.4" s2=2.033 homo_energy_ha="0.002 / -0.038" total_charge=-2 multiplicity=3
Ti -1.027 0.610 2.240
O 1.280 2.405 -0.482
C 0.354 1.936 0.189
O 0.483 1.242 1.277
C -1.065 2.117 -0.166
C -1.602 2.753 -1.277
C -2.982 2.851 -1.395
C -3.793 2.336 -0.369
C -3.197 1.722 0.712
N -1.858 1.584 0.798
C -3.856 1.227 1.975
O -5.078 1.146 2.084
O -2.987 0.941 2.870
H -0.925 3.161 -2.015
H -3.426 3.347 -2.247
H -4.870 2.422 -0.392
C -4.800 -1.808 -0.606
C -3.993 -1.823 0.660
C -4.493 -2.395 1.835
C -3.735 -2.248 3.009
C -2.543 -1.593 2.929
Br -1.600 -1.149 4.525
N -1.983 -1.108 1.802
C -2.749 -1.232 0.677
H -5.693 -2.423 -0.504
H -4.208 -2.169 -1.446
H -5.108 -0.784 -0.822
H -5.447 -2.902 1.857
H -4.098 -2.597 3.964
H -2.290 -0.854 -0.231
Se 1.062 -1.420 2.345
Se 2.080 -0.436 4.171
Te 1.893 2.045 3.833
Se -0.595 2.421 3.940
C 4.118 1.349 0.368
C 4.141 -0.046 -0.236
N 4.062 -0.057 -1.687
C 5.031 0.700 -2.458
C 4.403 1.956 -3.059
C 3.188 -0.802 -2.385
O 3.242 -0.918 -3.606
C 2.102 -1.486 -1.619
C 2.164 -2.829 -1.270
C 1.057 -3.408 -0.671
C -0.075 -2.631 -0.483
N -0.155 -1.357 -0.842
C 0.912 -0.802 -1.388
H 4.155 1.258 1.452
H 3.189 1.849 0.099
H 4.964 1.952 0.043
H 3.296 -0.603 0.173
H 5.066 -0.564 0.064
H 5.384 0.057 -3.274
H 5.876 0.952 -1.815
H 3.649 1.659 -3.784
H 5.163 2.552 -3.563
H 3.924 2.552 -2.288
H 3.063 -3.403 -1.454
H 1.070 -4.442 -0.359
H -0.967 -3.052 -0.035
H 0.827 0.239 -1.663